No. 1
A cluster of 11 separate species, C21H28Cl30F3NO in total at a distorted geometry. Source: the Open Molecules 2025 dataset; level of theory: ωB97M-V with the def2-TZVPD basis set.

Geometry as XYZ:
```
84
Properties=species:S:1:pos:R:3
C 2.056 3.471 2.575
C 2.129 1.882 2.178
C 0.629 1.443 1.581
C 0.525 2.233 0.110
C 0.449 -0.179 1.424
N 1.703 -1.069 1.430
C 1.738 -1.616 2.842
O 2.719 -1.736 3.740
C 0.135 -2.029 3.065
C -0.779 -0.957 2.179
C -1.684 -0.186 3.309
C -3.193 0.255 2.778
C -3.212 1.630 1.885
F -2.589 2.805 2.537
F -4.667 1.986 1.698
F -2.695 1.311 0.534
H 2.805 3.809 3.412
H 0.966 3.679 2.989
H 2.199 4.140 1.602
H 2.961 1.714 1.344
H 2.334 1.277 3.158
H -0.150 1.936 2.305
H -0.432 1.928 -0.489
H 1.527 2.021 -0.498
H 0.449 3.411 0.281
H 0.132 -0.277 0.279
H 2.574 -0.640 1.047
H 0.067 -1.965 4.248
H -0.027 -3.157 2.767
H -1.361 -1.547 1.323
H -1.884 -0.984 4.174
H -1.104 0.699 3.842
H -3.773 -0.602 2.231
H -3.816 0.494 3.767
Cl 6.090 -0.688 4.467
C 5.861 -0.819 2.715
Cl 5.129 0.660 2.071
Cl 7.403 -1.152 1.909
H 5.182 -1.653 2.518
Cl 0.334 4.711 -3.919
C 0.840 5.621 -2.485
Cl -0.351 5.444 -1.184
Cl 2.439 5.086 -1.941
H 0.902 6.678 -2.752
Cl 5.637 -3.268 -0.655
C 4.155 -3.955 0.033
Cl 3.631 -3.019 1.443
Cl 2.872 -4.014 -1.187
H 4.369 -4.977 0.358
Cl 5.498 3.169 -1.322
C 6.293 1.586 -1.323
Cl 5.091 0.286 -1.386
Cl 7.421 1.457 -2.684
H 6.861 1.485 -0.395
Cl -5.658 -1.499 -1.466
C -3.934 -1.382 -1.857
Cl -2.979 -2.412 -0.775
Cl -3.648 -1.824 -3.549
H -3.617 -0.346 -1.713
Cl -1.193 -5.131 -0.460
C -0.397 -6.714 -0.460
Cl -1.600 -8.014 -0.524
Cl 0.730 -6.843 -1.821
H 0.170 -6.815 0.468
Cl -9.965 2.273 -1.037
C -8.582 1.437 -1.764
Cl -8.304 2.015 -3.416
Cl -7.130 1.661 -0.774
H -8.809 0.369 -1.806
Cl 1.269 8.113 -4.905
C 1.252 7.235 -6.444
Cl -0.316 7.421 -7.249
Cl 2.562 7.799 -7.496
H 1.409 6.174 -6.237
Cl -4.619 -7.382 2.289
C -5.335 -7.010 0.712
Cl -7.103 -6.968 0.825
Cl -4.714 -5.470 0.095
H -5.054 -7.800 0.011
Cl -0.553 -2.559 -3.671
C 0.728 -1.369 -3.379
Cl 0.197 0.249 -3.869
Cl 1.207 -1.377 -1.673
H 1.597 -1.644 -3.982
```

Calculated values
**Charge**: 0
**SMILES**: CC[C@@H](C)[C@H]1NC(=O)C[C@H]1CCC(F)(F)F.ClC(Cl)Cl.ClC(Cl)Cl.ClC(Cl)Cl.ClC(Cl)Cl.ClC(Cl)Cl.ClC(Cl)Cl.ClC(Cl)Cl.ClC(Cl)Cl.ClC(Cl)Cl.ClC(Cl)Cl
**Orbital gap**: 9.841 eV
**Lowest unoccupied orbital energy**: 0.130 eV
**E**: -15052.0704 Eh

Mulliken atomic charge list, values in e, 5 entries: -1.041 0.022 0.149 -0.511 -0.087

---

No. 2
The molecule C3H6N2O at a distorted geometry. Source: the Open Molecules 2025 dataset; level of theory: ωB97M-V with the def2-TZVPD basis set.

Geometry as XYZ:
```
12
Properties=species:S:1:pos:R:3
N -0.957 0.188 1.033
C -0.245 0.471 -0.189
C 1.043 -0.358 -0.232
O 1.925 0.036 0.779
C -1.517 -0.425 -2.261
N -1.005 0.152 -1.371
H -1.740 0.823 1.156
H -1.338 -0.754 0.994
H 0.017 1.533 -0.202
H 0.766 -1.424 -0.156
H 1.541 -0.210 -1.193
H 1.437 -0.037 1.612
```

Calculated values
**Charge**: 0
**Orbital gap**: 11.560 eV
**Lowest unoccupied orbital energy**: 0.798 eV
**E**: -302.6181 Eh
**Relative energy (zero: lowest compared OMol25 entry of this formula, charge and spin)**: 47.1 kcal per mole

Mulliken atomic charge list, values in e, 5 entries: -0.603 0.041 -0.556 -0.518 -0.170